Entry 1:
C35H42AsBrCdIN8O as an isolated structure, computed with ωB97M-V with the def2-TZVPD basis set.

Each line ends with the Löwdin charge.
Geometry (Å):
Cd1 -1.28 0.37 -0.21  1.286
Br1 3.60 5.70 0.26  0.763
C1 3.98 4.25 1.42  -0.680
C2 3.15 4.01 2.50  -0.118
C3 3.40 2.92 3.32  -0.015
C4 4.48 2.09 3.06  -0.278
C5 5.36 2.39 2.02  -0.033
C6 5.09 3.46 1.18  -0.115
N1 4.82 0.97 3.90  0.085
N2 4.00 0.08 4.16  0.089
C7 2.70 0.09 3.54  -0.254
C8 1.60 0.07 4.35  -0.022
C9 0.30 0.16 3.83  -0.005
C10 0.05 0.24 2.46  -0.423
O1 -1.15 0.34 1.98  -0.254
C11 1.22 0.17 1.60  -0.190
N3 1.02 0.19 0.25  0.003
C12 2.03 0.05 -0.57  -0.158
C13 3.35 -0.15 -0.13  -0.030
C14 3.59 -0.14 1.22  0.007
C15 2.53 0.05 2.13  -0.108
H1 2.32 4.67 2.71  0.101
H2 2.75 2.72 4.17  0.123
H3 6.23 1.78 1.87  0.122
H4 5.75 3.69 0.35  0.105
H5 1.74 0.04 5.42  0.123
H6 -0.55 0.18 4.50  0.115
H7 1.81 0.08 -1.63  0.094
H8 4.14 -0.30 -0.84  0.113
H9 4.59 -0.30 1.59  0.120
I1 0.75 0.30 -6.19  0.939
C16 -0.75 -0.16 -4.82  -0.720
C17 -1.86 -0.92 -5.18  -0.111
C18 -2.81 -1.19 -4.21  -0.040
C19 -2.62 -0.71 -2.93  -0.171
N4 -1.56 0.02 -2.58  -0.030
C20 -0.65 0.29 -3.51  -0.240
H10 -1.97 -1.28 -6.19  0.110
H11 -3.69 -1.78 -4.45  0.119
H12 -3.34 -0.93 -2.14  0.074
H13 0.20 0.90 -3.21  0.075
C21 -0.41 3.25 0.85  -0.150
C22 -0.38 4.80 0.86  -0.143
N5 -0.99 5.32 -0.36  -0.151
C23 -0.29 4.79 -1.52  -0.140
C24 -0.39 3.24 -1.55  -0.160
N6 -1.12 2.77 -0.36  -0.232
C25 -2.48 3.35 -0.36  -0.169
C26 -2.39 4.90 -0.42  -0.144
H14 -0.91 2.84 1.73  0.109
H15 0.60 2.83 0.83  0.104
H16 0.65 5.17 0.90  0.074
H17 -0.92 5.20 1.71  0.124
H18 0.76 5.11 -1.46  0.102
H19 -0.72 5.23 -2.42  0.121
H20 0.59 2.78 -1.55  0.107
H21 -0.94 2.90 -2.44  0.100
H22 -2.99 3.02 0.54  0.105
H23 -3.01 2.96 -1.23  0.106
H24 -2.92 5.35 0.43  0.121
H25 -2.84 5.29 -1.33  0.121
N7 -4.22 -0.96 0.17  -0.044
N8 -3.69 0.36 0.15  -0.121
H26 -5.10 -1.00 0.67  0.086
H27 -3.56 -1.55 0.66  0.023
H28 -3.83 0.84 1.04  0.081
H29 -4.17 0.88 -0.57  0.072
C27 0.43 -3.09 1.02  -0.274
As1 -0.90 -2.51 -0.27  1.092
C28 0.01 -3.03 -1.91  -0.289
C29 -2.27 -3.93 -0.10  -0.340
C30 -1.75 -5.32 -0.31  -0.325
C31 -1.71 -5.89 -1.58  -0.071
C32 -1.21 -7.16 -1.77  -0.075
C33 -0.73 -7.90 -0.69  -0.081
C34 -0.77 -7.35 0.58  -0.072
C35 -1.28 -6.07 0.77  -0.066
H30 0.61 -4.16 0.92  0.028
H31 0.10 -2.86 2.03  0.037
H32 1.36 -2.56 0.83  0.019
H33 0.33 -4.07 -1.86  0.033
H34 0.87 -2.39 -2.05  0.015
H35 -0.66 -2.90 -2.76  0.014
H36 -3.04 -3.68 -0.83  0.066
H37 -2.70 -3.82 0.89  0.072
H38 -2.09 -5.32 -2.43  0.110
H39 -1.19 -7.59 -2.77  0.107
H40 -0.34 -8.89 -0.84  0.106
H41 -0.42 -7.92 1.43  0.108
H42 -1.32 -5.65 1.77  0.114

* E_LUMO: -0.097 Ha
* spin multiplicity: 1
* HOMO-LUMO gap: 0.2544 hartree
* HOMO: -9.566 eV
* charge: +1

Entry 2:
C35H42AsCl2N2O3Pr as an isolated structure, computed with ωB97M-V with the def2-TZVPD basis set.

Each line ends with the Mulliken spin population.
Geometry (Å):
O1 0.25 0.77 -5.07  0.000
C1 -0.55 0.88 -6.01  -0.001
C2 -0.35 1.88 -7.11  0.000
C3 0.80 2.69 -7.05  0.000
H1 1.57 2.49 -6.30  0.000
C4 0.91 3.78 -7.91  0.000
H2 1.77 4.46 -7.79  0.000
C5 -0.08 4.00 -8.89  0.000
H3 0.02 4.86 -9.55  0.000
C6 -1.15 3.10 -9.02  0.000
H4 -1.90 3.27 -9.81  0.000
C7 -1.26 2.02 -8.16  0.000
H5 -2.07 1.29 -8.23  0.000
H6 -1.47 0.26 -6.15  0.000
C8 -3.08 2.38 -1.12  -0.001
C9 -2.65 1.27 -0.26  -0.039
H7 -4.00 2.83 -0.70  -0.001
H8 -3.27 2.06 -2.17  0.000
H9 -2.30 3.15 -1.16  0.000
C10 -3.11 0.82 0.89  0.016
C11 -4.27 1.42 1.67  -0.003
H10 -2.69 -0.03 1.44  -0.003
H11 -4.71 2.27 1.11  0.000
H12 -3.94 1.80 2.65  0.000
H13 -5.08 0.68 1.83  0.000
Pr1 0.01 0.11 -0.94  2.036
Cl1 0.91 2.53 -0.52  -0.006
Cl2 -1.49 -0.27 -3.01  -0.007
H14 3.53 0.48 -3.76  0.000
H15 5.37 1.29 -2.32  0.000
C12 2.80 0.46 -2.94  0.005
C13 4.64 1.42 -1.51  0.000
N1 3.57 0.43 -1.67  0.000
H16 2.18 -0.44 -3.01  -0.002
C14 3.17 -0.30 -0.65  0.002
O2 2.13 -1.05 -0.66  0.000
H17 5.12 1.21 -0.54  0.000
H18 3.78 -0.17 0.27  0.000
H19 2.17 1.36 -2.99  0.000
H20 4.23 2.44 -1.52  0.000
H21 -1.66 -5.10 1.22  0.000
H22 -0.75 -6.01 -1.09  0.000
C15 -2.18 -4.31 0.63  0.000
C16 -1.27 -5.16 -1.54  0.000
N2 -1.42 -4.07 -0.59  0.000
H23 -2.23 -3.41 1.24  0.000
C17 -0.87 -2.90 -0.89  0.005
O3 -1.01 -1.88 -0.13  -0.003
H24 -0.65 -4.76 -2.34  0.000
H25 -0.28 -2.85 -1.83  0.001
H26 -3.20 -4.64 0.36  0.000
H27 -2.23 -5.47 -1.95  0.000
C18 -0.70 3.52 5.37  0.000
C19 -0.07 3.69 4.12  0.000
C20 0.17 2.58 3.31  0.001
C21 -0.17 1.29 3.77  0.001
C22 -0.79 1.12 5.01  -0.001
C23 -1.07 2.24 5.81  0.000
As1 0.21 -0.20 2.55  0.000
C24 2.09 -0.57 3.03  -0.001
C25 2.75 -1.62 2.39  0.000
C26 4.08 -1.91 2.68  0.000
C27 4.80 -1.07 3.55  0.000
C28 4.16 0.01 4.17  0.000
C29 2.80 0.27 3.90  0.000
C30 -0.74 -1.65 3.46  0.000
C31 -0.06 -2.83 3.76  0.000
C32 -0.75 -3.94 4.27  0.000
C33 -2.13 -3.86 4.47  0.000
C34 -2.82 -2.67 4.21  0.000
C35 -2.13 -1.56 3.69  -0.001
H28 -0.89 4.39 6.00  0.000
H29 0.24 4.69 3.79  0.000
H30 0.63 2.69 2.33  0.000
H31 -1.06 0.13 5.36  0.000
H32 -1.56 2.11 6.78  0.000
H33 2.21 -2.22 1.64  0.000
H34 4.56 -2.79 2.24  0.000
H35 5.85 -1.26 3.74  0.000
H36 4.70 0.63 4.89  0.000
H37 2.30 1.12 4.36  0.000
H38 1.02 -2.87 3.61  0.000
H39 -0.20 -4.85 4.52  0.000
H40 -2.67 -4.74 4.84  0.000
H41 -3.89 -2.59 4.44  0.000
H42 -2.66 -0.63 3.48  0.001

* E_LUMO (spin up / spin down): 0.008 / 0.008 Ha
* spin multiplicity: 3
* HOMO-LUMO gap (spin up / spin down): 0.1941 / 0.1953 hartree
* HOMO (spin up / spin down): -5.062 / -5.094 eV
* charge: 0
* <S²>: 2.01

Entry 3:
C35H42CaN6O4S5 as an isolated structure, computed with ωB97M-V with the def2-TZVPD basis set.

Each line ends with the Löwdin charge.
Geometry (Å):
Ca1 0.59 0.96 -0.70  1.270
C1 3.15 4.68 2.33  -0.081
C2 2.37 3.83 1.34  -0.184
N1 2.95 2.49 1.19  -0.094
C3 2.93 1.67 2.41  -0.262
C4 4.29 1.57 3.07  -0.072
C5 3.25 1.96 0.02  -0.830
S1 3.59 0.30 -0.14  0.601
N2 3.35 2.77 -1.11  0.082
C6 2.32 3.21 -1.75  -0.534
O1 1.09 3.00 -1.50  -0.196
C7 2.63 4.07 -2.97  -0.139
C8 3.92 4.33 -3.38  -0.033
C9 4.17 5.10 -4.50  -0.100
C10 3.12 5.62 -5.24  -0.122
C11 1.82 5.36 -4.84  -0.098
C12 1.58 4.59 -3.71  -0.038
H1 2.73 5.69 2.36  0.068
H2 4.20 4.75 2.04  0.075
H3 3.10 4.27 3.34  0.065
H4 2.33 4.32 0.38  0.102
H5 1.34 3.68 1.69  0.125
H6 2.54 0.69 2.15  0.057
H7 2.18 2.11 3.07  0.096
H8 5.00 1.08 2.39  0.052
H9 4.21 0.96 3.97  0.067
H10 4.70 2.55 3.34  0.056
H11 4.73 3.90 -2.79  0.107
H12 5.19 5.30 -4.81  0.092
H13 3.31 6.22 -6.12  0.090
H14 0.99 5.76 -5.40  0.092
H15 0.57 4.37 -3.37  0.110
S2 -8.19 -3.86 0.57  0.478
C13 -6.62 -3.45 0.13  -1.125
S3 -6.23 -1.94 -0.59  0.933
C14 -4.55 -2.42 -0.83  -1.192
N3 -4.32 -3.61 -0.35  -0.021
N4 -5.48 -4.16 0.20  -0.155
C15 -5.31 -5.48 0.72  -0.196
C16 -4.32 -6.28 0.15  -0.021
C17 -4.10 -7.56 0.63  -0.096
C18 -4.86 -8.06 1.69  -0.116
C19 -5.83 -7.25 2.26  -0.095
C20 -6.06 -5.96 1.78  -0.051
S4 -3.43 -1.38 -1.58  0.463
H16 -3.72 -5.88 -0.65  0.103
H17 -3.33 -8.17 0.18  0.095
H18 -4.69 -9.06 2.06  0.090
H19 -6.42 -7.61 3.09  0.096
H20 -6.81 -5.33 2.23  0.057
N5 -1.03 -3.19 0.31  0.024
C21 -0.15 -2.05 0.06  -0.189
C22 0.24 -2.00 -1.41  -0.532
O2 -0.12 -3.05 -2.10  0.100
O3 0.85 -1.06 -1.92  -0.078
H21 -0.91 -3.53 1.25  0.083
H22 -0.62 -3.60 -1.43  0.104
H23 -2.00 -2.90 0.20  0.020
H24 0.77 -2.15 0.64  0.128
H25 -0.58 -1.09 0.38  0.086
C23 -1.87 1.10 2.57  -0.240
C24 -0.34 1.00 2.61  -0.747
O4 0.16 1.03 1.29  -0.642
H26 -2.16 2.09 2.19  0.044
H27 -2.32 0.97 3.56  0.037
H28 -2.34 0.36 1.88  0.046
C25 -1.25 -1.03 -4.96  -0.034
C26 -0.78 0.42 -4.79  -0.575
C27 -1.49 1.35 -5.77  -0.045
C28 0.74 0.51 -4.94  -0.027
C29 -1.11 0.84 -3.41  -0.164
N6 -1.31 1.14 -2.33  0.156
H29 -0.99 -1.37 -5.96  0.087
H30 -2.33 -1.11 -4.83  0.081
H31 -0.78 -1.68 -4.23  0.074
H32 -1.22 1.06 -6.79  0.084
H33 -1.18 2.39 -5.62  0.084
H34 -2.57 1.29 -5.66  0.089
H35 1.01 0.21 -5.96  0.088
H36 1.24 -0.14 -4.23  0.080
H37 1.09 1.54 -4.78  0.085
S5 0.06 -0.61 3.39  0.855
C30 1.14 -0.29 4.75  -0.563
C31 1.98 -1.30 5.23  -0.145
C32 2.81 -1.09 6.32  -0.135
C33 2.83 0.14 6.97  -0.147
C34 1.99 1.16 6.50  -0.122
C35 1.15 0.94 5.41  -0.129
H38 1.98 -2.25 4.71  0.083
H39 3.46 -1.88 6.66  0.084
H40 3.48 0.31 7.81  0.076
H41 1.99 2.12 6.99  0.086
H42 0.51 1.72 5.00  0.078

* E_LUMO: 0.141 Ha
* spin multiplicity: 1
* HOMO-LUMO gap: 0.1259 hartree
* HOMO: 0.421 eV
* charge: -2

The lowest charge belongs to which entry?
C35H42CaN6O4S5

Which value of spin multiplicity does entry 2 give?
3

Number 1 is which compound?
C35H42AsBrCdIN8O